Record 1
Below is an isolated ion of composition C27H45BClN3O4P and charge +1, with properties calculated with the ωB97M-V functional and the def2-TZVPD basis.

```
! RIJCOSX wB97M-V def2-TZVPD def2/J DEFGRID3
* xyz 1 1
C 4.692 2.686 -0.316
C 5.245 1.897 0.965
C 4.389 2.166 2.259
O 3.315 1.187 2.377
C 2.093 1.779 1.920
C 0.922 0.760 1.761
C -0.351 1.019 2.423
P -0.674 2.550 3.503
O -0.190 3.915 2.604
Cl 0.659 2.270 5.117
C -1.517 0.044 2.231
B -2.969 0.296 2.928
O -3.647 -0.757 3.630
N -3.635 1.601 2.905
C -4.954 1.560 3.566
C -3.756 2.155 1.532
C -1.250 -1.120 1.379
C -2.432 -2.105 1.121
C -3.401 -1.390 0.047
C -2.610 -0.597 -1.051
C -3.552 -0.107 -2.260
C -3.348 1.466 -2.444
C -2.079 1.828 -3.309
C -0.731 1.970 -2.482
C 0.379 0.917 -2.927
O 0.690 1.036 -4.331
C 0.366 -0.160 -5.047
C 0.054 -1.403 0.726
C 0.335 -2.594 -0.132
C 1.647 -2.807 -0.719
N 1.981 -3.956 -1.535
C 2.850 -4.639 -0.816
C 4.231 -5.096 -1.419
C 2.621 -5.021 0.696
N 2.650 -1.857 -0.492
C 2.474 -0.731 0.289
C 1.187 -0.445 0.920
H 4.369 3.728 -0.023
H 3.845 2.103 -0.770
H 5.530 2.791 -1.053
H 6.281 2.309 1.135
H 5.360 0.814 0.702
H 3.973 3.217 2.289
H 5.038 2.035 3.174
H 2.259 2.230 0.889
H 1.830 2.648 2.583
H -0.587 3.780 1.718
H -4.336 -1.095 3.025
H -5.499 2.549 3.496
H -4.899 1.309 4.661
H -5.667 0.801 3.118
H -2.834 2.015 0.913
H -3.892 3.276 1.647
H -4.698 1.783 1.034
H -2.987 -2.400 2.052
H -2.125 -3.070 0.633
H -3.963 -2.241 -0.442
H -4.168 -0.769 0.601
H -1.834 -1.295 -1.466
H -2.133 0.349 -0.664
H -4.633 -0.357 -2.052
H -3.157 -0.601 -3.184
H -3.220 1.983 -1.445
H -4.244 1.956 -2.918
H -2.269 2.825 -3.802
H -1.889 1.094 -4.135
H -0.858 1.955 -1.367
H -0.287 2.976 -2.743
H -0.040 -0.102 -2.668
H 1.354 1.086 -2.384
H 0.990 -0.181 -5.984
H -0.716 -0.224 -5.357
H 0.622 -1.089 -4.466
H -0.443 -3.359 -0.336
H 4.452 -6.162 -1.127
H 4.173 -5.065 -2.537
H 5.072 -4.433 -1.069
H 3.208 -5.941 0.964
H 1.539 -5.275 0.873
H 2.892 -4.200 1.410
H 3.558 -2.018 -0.942
H 3.351 -0.052 0.400
*
```

## Properties
Structure (SMILES): CCCOCc1c(P(O)Cl)c(B(O)N(C)C)c(CCCCCCCCOC)c2cc(N=C(C)C)[nH+]cc12
LUMO, eV: -4.447
Orbital gap, eV: 6.447

***

Record 2
Below is C27H45BrMgN2OP2 as an isolated structure, with properties calculated with the ωB97M-V functional and the def2-TZVPD basis.

```
! RIJCOSX wB97M-V def2-TZVPD def2/J DEFGRID3
* xyz 2 1
N -6.939 5.376 -5.035
C -6.661 5.902 -3.840
C -5.809 5.314 -2.900
C -5.170 4.090 -3.204
C -5.461 3.531 -4.476
C -6.348 4.213 -5.332
C -4.265 3.466 -2.256
Mg -0.185 0.136 1.651
P 5.841 -0.884 0.544
C -3.440 2.444 -2.591
C -2.383 1.922 -1.752
C -1.270 1.345 -2.417
C -0.043 1.230 -1.741
C -0.058 1.424 -0.390
C -1.101 1.971 0.360
C -2.329 2.166 -0.363
Br 1.995 0.748 0.192
H -4.244 3.966 -1.285
H -3.350 2.103 -3.629
H -5.651 5.833 -1.958
H -5.005 2.586 -4.790
H -7.154 6.851 -3.635
H -6.586 3.788 -6.312
H -1.353 1.234 -3.500
H -3.202 2.639 0.107
H 0.908 1.023 -2.241
H -0.973 2.418 1.373
P -0.473 -2.061 0.512
C 5.451 0.887 0.815
C 6.564 1.795 0.288
H 5.312 1.033 1.899
H 4.481 1.132 0.345
H 6.378 2.819 0.625
H 7.538 1.490 0.683
H 6.608 1.806 -0.807
C 5.064 -1.328 -1.067
C 5.815 -2.464 -1.766
H 5.047 -0.427 -1.697
H 4.011 -1.600 -0.909
H 5.493 -2.546 -2.808
H 6.893 -2.291 -1.756
H 5.625 -3.424 -1.277
C 4.785 -1.754 1.721
C 5.593 -2.035 3.003
H 4.429 -2.701 1.284
H 3.882 -1.162 1.910
H 5.105 -2.796 3.625
H 6.577 -2.438 2.729
H 5.750 -1.126 3.604
C -0.370 -3.461 1.700
C -1.462 -4.528 1.699
H -0.287 -3.009 2.705
H 0.596 -3.952 1.487
H -2.410 -4.181 2.120
H -1.655 -4.948 0.708
H -1.114 -5.343 2.339
C 0.675 -2.544 -0.825
C 0.165 -2.463 -2.260
H 1.019 -3.566 -0.590
H 1.532 -1.862 -0.694
H -0.661 -3.163 -2.441
H -0.156 -1.449 -2.534
H 0.987 -2.750 -2.930
C -2.136 -2.157 -0.178
C -3.232 -1.708 0.793
H -2.309 -3.194 -0.502
H -2.195 -1.543 -1.093
H -3.881 -0.997 0.267
H -3.839 -2.566 1.116
H -2.848 -1.202 1.690
C -0.309 0.158 5.473
C -1.439 0.305 4.501
N -2.660 0.527 5.030
O -1.336 0.215 3.239
H -0.687 0.563 6.425
H 0.611 0.681 5.186
H -0.015 -0.898 5.608
H -3.450 0.687 4.404
H -2.828 0.709 6.019
*
```

## Properties
LUMO, eV: -6.828
Orbital gap, eV: 5.204

***

Record 3
Below is the molecule C3H5NO, with properties calculated with the ωB97M-V functional and the def2-TZVPD basis.

```
! RIJCOSX wB97M-V def2-TZVPD def2/J DEFGRID3
* xyz 0 1
C -1.036 0.825 0.355
O -0.130 0.695 -0.718
C 0.507 -0.542 -0.750
C 1.439 -0.740 0.385
N 2.173 -0.906 1.262
H -1.877 0.126 0.246
H -1.402 1.848 0.314
H -0.549 0.651 1.326
H 1.084 -0.580 -1.677
H -0.209 -1.378 -0.743
*
```

## Properties
Relative energy (zero: lowest compared OMol25 entry of this formula, charge and spin), eV: 1.096
Structure (SMILES): COCC#N
LUMO, eV: 0.811
Orbital gap, eV: 11.779

***

Record 4
Below is C43H47ClN7O2SSbSc as an isolated structure, with properties calculated with the ωB97M-V functional and the def2-TZVPD basis.

```
! RIJCOSX wB97M-V def2-TZVPD def2/J DEFGRID3
* xyz 0 2
Sc 0.542 0.305 0.667
Cl 7.200 -1.255 3.810
C 5.773 -0.651 3.023
C 5.854 0.498 2.230
C 4.739 0.982 1.592
C 3.485 0.339 1.708
O 2.460 0.799 1.073
C 3.415 -0.821 2.527
C 2.217 -1.595 2.720
N 1.075 -1.434 2.146
C 0.029 -2.353 2.429
C 0.150 -3.528 3.133
C -0.963 -4.357 3.365
C -2.199 -4.023 2.894
C -2.364 -2.840 2.143
C -3.611 -2.422 1.624
C -3.695 -1.264 0.911
C -2.521 -0.525 0.677
N -1.349 -0.896 1.135
C -1.248 -2.015 1.897
C 4.572 -1.290 3.179
H 6.805 1.004 2.129
H 4.789 1.877 0.985
H 2.347 -2.404 3.440
H 1.103 -3.846 3.532
H -0.824 -5.267 3.933
H -3.058 -4.654 3.083
H -4.489 -3.029 1.810
H -4.633 -0.905 0.515
H -2.539 0.390 0.096
H 4.510 -2.172 3.805
S -0.146 2.092 -0.938
C -1.145 3.027 0.190
N -1.741 4.087 -0.315
N -2.642 4.697 0.549
C -3.739 4.060 1.088
C -4.437 4.647 2.148
C -5.565 4.040 2.675
C -6.029 2.834 2.170
C -5.345 2.253 1.107
C -4.219 2.848 0.568
N -1.347 2.651 1.472
N -0.528 1.719 1.940
C -0.900 1.279 3.221
C -2.236 1.253 3.643
C -2.560 0.703 4.872
C -1.577 0.180 5.705
C -0.249 0.238 5.305
C 0.088 0.790 4.079
H -2.666 5.696 0.466
H -4.066 5.572 2.574
H -6.079 4.514 3.502
H -6.909 2.361 2.586
H -5.713 1.329 0.676
H -3.706 2.406 -0.276
H -3.000 1.666 2.995
H -3.598 0.685 5.182
H -1.843 -0.246 6.664
H 0.534 -0.127 5.960
H 1.128 0.880 3.782
C -0.599 -0.673 -5.818
C -0.054 -0.767 -4.399
C 0.812 0.446 -4.062
Sb -1.473 -1.059 -2.779
C -3.342 -0.244 -3.532
C -3.957 -0.879 -4.772
C -3.213 1.273 -3.667
C -1.950 -3.178 -3.025
C -1.312 -3.949 -1.871
C -1.586 -3.804 -4.364
H 0.225 -0.584 -6.535
H -1.222 0.216 -5.939
H -1.195 -1.540 -6.099
H 0.575 -1.663 -4.324
H 0.232 1.372 -4.082
H 1.628 0.551 -4.786
H 1.242 0.368 -3.062
H -4.009 -0.456 -2.686
H -3.358 -0.686 -5.663
H -4.953 -0.465 -4.957
H -4.066 -1.961 -4.672
H -2.588 1.536 -4.525
H -2.756 1.735 -2.788
H -4.191 1.737 -3.827
H -3.039 -3.214 -2.906
H -0.220 -3.928 -1.951
H -1.620 -5.000 -1.877
H -1.571 -3.524 -0.897
H -0.528 -3.666 -4.603
H -2.164 -3.380 -5.186
H -1.773 -4.884 -4.352
O 1.254 -1.147 -0.808
N 2.457 -1.674 -0.715
C 3.532 -0.958 -1.088
C 4.795 -1.499 -0.973
C 4.951 -2.784 -0.481
C 3.822 -3.509 -0.130
C 2.578 -2.934 -0.255
H 3.306 0.040 -1.434
H 5.644 -0.897 -1.260
H 5.936 -3.214 -0.374
H 3.892 -4.519 0.248
H 1.639 -3.404 -0.005
*
```

## Properties
Relative energy (zero: lowest compared OMol25 entry of this formula, charge and spin), eV: 0.000
LUMO (spin up / spin down), eV: -1.123 / -1.120
Orbital gap (spin up / spin down), eV: 4.792 / 5.068

***

Record 5
Below is C40H45AsBrCrOS3 as an isolated structure, with properties calculated with the ωB97M-V functional and the def2-TZVPD basis.

```
! RIJCOSX wB97M-V def2-TZVPD def2/J DEFGRID3
* xyz -1 5
Cr 1.976 0.293 -0.052
C -1.776 0.232 -6.774
C -1.751 -1.011 -5.873
C -0.872 -2.067 -6.546
C -3.174 -1.575 -5.753
C -1.227 -0.636 -4.487
C -0.108 -1.222 -3.915
C 0.302 -0.790 -2.673
Br 1.878 -1.572 -1.901
C -0.306 0.221 -1.902
O 0.149 0.540 -0.728
C -1.440 0.831 -2.503
C -1.854 0.369 -3.747
C -2.225 2.008 -1.884
C -3.697 1.593 -1.711
C -2.138 3.213 -2.834
C -1.714 2.469 -0.512
H -2.096 -0.038 -7.786
H -0.783 0.684 -6.832
H -2.468 0.988 -6.395
H -1.241 -2.265 -7.556
H -0.889 -3.009 -5.989
H 0.166 -1.730 -6.625
H -3.575 -1.817 -6.744
H -3.847 -0.856 -5.281
H -3.173 -2.484 -5.148
H 0.451 -2.005 -4.410
H -2.733 0.835 -4.184
H -4.183 1.398 -2.671
H -4.254 2.388 -1.205
H -3.761 0.683 -1.107
H -2.567 2.996 -3.815
H -1.096 3.508 -2.974
H -2.680 4.063 -2.405
H -1.770 1.670 0.228
H -2.338 3.305 -0.172
H -0.679 2.808 -0.549
S 4.123 -0.019 0.809
C 4.838 1.596 0.761
C 6.176 1.760 1.135
C 6.783 3.008 1.127
C 6.048 4.125 0.747
C 4.723 3.977 0.360
C 4.099 2.722 0.345
S 2.431 2.595 -0.199
H 6.737 0.881 1.431
H 7.827 3.106 1.405
H 6.504 5.110 0.750
H 4.149 4.840 0.042
C 2.558 -4.897 1.729
S 3.201 -3.237 1.416
C 3.367 -2.694 3.126
H 3.288 -5.491 2.281
H 2.378 -5.361 0.759
H 1.620 -4.849 2.287
H 2.398 -2.708 3.625
H 3.739 -1.673 3.079
H 4.079 -3.326 3.659
C -1.080 -2.170 6.646
C -0.066 -1.222 6.543
C 0.391 -0.829 5.294
C -0.160 -1.363 4.127
C -1.138 -2.343 4.240
C -1.603 -2.736 5.493
As 0.512 -0.653 2.395
C 0.142 1.217 2.853
C -1.093 1.728 3.252
C -1.210 3.045 3.667
C -0.085 3.864 3.715
C 1.154 3.353 3.365
C 1.266 2.034 2.938
C -0.959 -1.346 1.292
C -2.292 -0.938 1.300
C -3.225 -1.554 0.476
C -2.842 -2.591 -0.368
C -1.525 -3.023 -0.363
C -0.596 -2.411 0.472
H -1.462 -2.459 7.618
H 0.356 -0.779 7.438
H 1.167 -0.076 5.220
H -1.558 -2.795 3.351
H -2.391 -3.478 5.563
H -1.971 1.098 3.268
H -2.178 3.430 3.966
H -0.179 4.898 4.028
H 2.038 3.978 3.405
H 2.236 1.643 2.655
H -2.617 -0.136 1.947
H -4.257 -1.222 0.495
H -3.570 -3.061 -1.018
H -1.211 -3.828 -1.017
H 0.431 -2.758 0.486
*
```

## Properties
Relative energy (zero: lowest compared OMol25 entry of this formula, charge and spin), eV: 0.768
LUMO (spin up / spin down), eV: 2.321 / 2.317
Orbital gap (spin up / spin down), eV: 5.921 / 6.363

***

Record 6
Below is the molecule C2H4N6, with properties calculated with the ωB97M-V functional and the def2-TZVPD basis.

```
! RIJCOSX wB97M-V def2-TZVPD def2/J DEFGRID3
* xyz 0 1
C 0.617 -0.487 -0.836
C -1.499 0.859 1.784
H 1.378 1.363 -0.741
H 2.701 0.215 -1.451
H 0.995 -1.788 -2.035
H -1.934 1.731 2.277
N 1.666 0.339 -1.056
N 0.269 -1.629 -1.382
N -0.373 -0.057 0.182
N -0.526 0.998 0.884
N -1.940 -0.532 1.736
N -1.355 -1.013 0.637
*
```

## Properties
Relative energy (zero: lowest compared OMol25 entry of this formula, charge and spin), eV: 2.159
Structure (SMILES): [H]/N=C(\N)n1ncnn1
LUMO, eV: 0.483
Orbital gap, eV: 10.129

***

Record 7
Below is the molecule C4H7N3O, with properties calculated with the ωB97M-V functional and the def2-TZVPD basis.

```
! RIJCOSX wB97M-V def2-TZVPD def2/J DEFGRID3
* xyz 0 1
C -1.486 0.755 -1.001
N 1.075 -1.084 0.825
C 0.676 -0.128 0.067
C -0.753 0.212 0.200
N 1.426 0.502 -0.885
C -1.441 -0.539 1.294
O 2.479 -1.315 0.786
N -1.221 0.659 1.565
H 2.594 -2.051 1.399
H 1.161 1.431 -1.161
H 2.417 0.320 -0.824
H -1.908 -1.431 1.640
H -2.560 0.639 -0.867
H -1.274 1.815 -1.140
H -1.185 0.216 -1.898
*
```

## Properties
Relative energy (zero: lowest compared OMol25 entry of this formula, charge and spin), eV: 3.691
Structure (SMILES): C[C@]1(/C(N)=N/O)C=N1
LUMO, eV: 0.868
Orbital gap, eV: 9.424

***

Record 8
Below is the molecule C5H8O4, with properties calculated with the ωB97M-V functional and the def2-TZVPD basis.

```
! RIJCOSX wB97M-V def2-TZVPD def2/J DEFGRID3
* xyz 0 1
C -0.411 0.290 0.316
C -0.685 -1.129 -0.156
C -0.746 1.340 -0.740
C 1.127 0.434 0.739
C 0.386 -1.602 -1.118
O -1.212 0.538 1.472
O 1.656 -0.664 1.323
O 1.724 1.497 0.801
O 1.037 -0.891 -1.878
H -0.996 1.437 1.783
H 2.544 -0.373 1.619
H -0.687 -1.817 0.698
H -1.662 -1.218 -0.644
H 0.449 -2.701 -1.198
H -0.091 1.273 -1.613
H -1.784 1.233 -1.075
H -0.648 2.352 -0.330
*
```

## Properties
Relative energy (zero: lowest compared OMol25 entry of this formula, charge and spin), eV: 0.569
Structure (SMILES): C[C@@](O)(CC=O)C(=O)O
LUMO, eV: 0.693
Orbital gap, eV: 10.963

***

Question: Number 4 is which compound?
Answer: C43H47ClN7O2SSbSc